Density functional theory data (ωB97M-V/def2-TZVPD) for an isolated molecule of C5H12O2 at a distorted geometry.

Each line ends with the natural charge from an NBO analysis.
Cartesian coordinates (Å):
C -1.040 -1.730 -1.867  -0.25
O -0.049 -1.073 -1.126  -0.56
C -0.699 -0.095 -0.363  -0.05
C 0.410 0.823 0.285  -0.27
C -0.270 1.883 1.140  -0.61
C 1.488 0.087 1.147  -0.05
O 2.343 -0.766 0.429  -0.72
H -1.723 -2.311 -1.227  0.16
H -1.706 -0.864 -2.270  0.17
H -0.491 -2.456 -2.508  0.21
H -1.580 0.292 -1.104  0.17
H -1.253 -0.602 0.454  0.16
H 0.974 1.290 -0.531  0.21
H 0.449 2.607 1.535  0.22
H -0.788 1.426 1.993  0.20
H -1.011 2.420 0.543  0.21
H 2.155 0.838 1.607  0.18
H 1.005 -0.442 1.989  0.15
H 1.786 -1.324 -0.125  0.48

Values from the calculation:
- Maximum force: 2.97 eV Å⁻¹
- Energy relative to the best compared isomer or geometry (same formula, charge and spin): 45.6 kcal/mol
- Orbital gap: 10.886 eV
- Net charge: 0
- DFT total energy: -348.13215 Ha
- SMILES string: COC[C@@H](C)CO
- E_HOMO: -9.937 eV

***

Density functional theory data (ωB97M-V/def2-TZVPD) for an isolated molecule of C5H12O2 at a distorted geometry.

Each line ends with the natural charge from an NBO analysis.
Cartesian coordinates (Å):
C 1.108 1.680 1.525  -0.60
C 1.122 0.305 0.870  -0.46
C -0.214 0.045 0.211  0.16
O -0.273 1.114 -1.113  -0.81
C -0.339 -1.248 -0.545  0.05
C -1.759 -1.592 -0.993  -0.63
O 0.544 -1.105 -1.607  -0.77
H 0.769 2.444 0.817  0.20
H 0.411 1.698 2.371  0.21
H 2.097 1.957 1.890  0.22
H 1.871 0.201 0.078  0.23
H 1.379 -0.455 1.626  0.23
H -1.072 0.196 0.890  0.20
H 0.460 1.764 -1.198  0.49
H -0.070 -1.949 0.282  0.17
H -2.131 -0.836 -1.691  0.22
H -1.753 -2.556 -1.512  0.22
H -2.445 -1.657 -0.139  0.20
H 0.296 -0.005 -1.763  0.48

Values from the calculation:
- Maximum force: 3.05 eV Å⁻¹
- Energy relative to the best compared isomer or geometry (same formula, charge and spin): 49.4 kcal/mol
- Orbital gap: 10.221 eV
- Net charge: 0
- DFT total energy: -348.12607 Ha
- SMILES string: CC[C@@H](O)[C@@H](C)O
- E_HOMO: -9.478 eV

***

Density functional theory data (ωB97M-V/def2-TZVPD) for an isolated molecule of C5H12O2.

Each line ends with the natural charge from an NBO analysis.
Cartesian coordinates (Å):
C 2.324 0.183 0.889  -0.61
C 0.889 0.620 0.602  -0.42
C 0.032 -0.523 0.072  0.07
O -0.071 -1.578 1.033  -0.73
C -1.381 -0.122 -0.369  0.08
C -1.396 0.779 -1.593  -0.63
O -2.101 -1.291 -0.696  -0.72
H 2.337 -0.694 1.543  0.22
H 2.836 -0.091 -0.041  0.21
H 2.898 0.982 1.367  0.21
H 0.421 1.016 1.518  0.19
H 0.885 1.445 -0.121  0.21
H 0.526 -0.991 -0.790  0.18
H -0.292 -1.177 1.885  0.46
H -1.870 0.401 0.476  0.14
H -0.793 0.340 -2.395  0.21
H -2.422 0.876 -1.958  0.23
H -1.014 1.781 -1.369  0.21
H -1.809 -1.958 -0.055  0.48

Values from the calculation:
- Maximum force: 0.35 eV Å⁻¹
- Energy relative to the best compared isomer or geometry (same formula, charge and spin): 11.8 kcal/mol
- Orbital gap: 10.868 eV
- Net charge: 0
- DFT total energy: -348.18602 Ha
- SMILES string: CC[C@@H](O)[C@@H](C)O
- E_HOMO: -9.975 eV

***

Which value of net charge does entry 3 give?
0

***

Which value of energy relative to the best compared isomer or geometry (same formula, charge and spin) does entry 3 give?
11.8 kcal/mol